(1)
A molecular structure, C53H50N3O5P2RuS2. Source: OMol25; level of theory: the ωB97M-V functional and the def2-TZVPD basis.

Geometry as ORCA input:
```
! RIJCOSX wB97M-V def2-TZVPD def2/J DEFGRID3
* xyz 0 6
Ru 0.020 -0.406 -1.456
O -1.202 2.633 0.115
S -0.203 1.557 0.395
C -0.174 1.222 2.137
C 0.383 2.234 2.954
C 0.521 2.090 4.306
C 0.110 0.871 4.932
C -0.481 -0.106 4.194
C -0.677 0.009 2.776
P -2.048 -0.842 2.169
C -3.552 0.107 2.347
C -3.917 1.013 1.355
C -4.879 1.979 1.624
C -5.479 2.041 2.871
C -5.117 1.136 3.863
C -4.145 0.182 3.610
C -2.214 -2.431 2.948
C -1.068 -3.135 3.317
C -1.183 -4.416 3.829
C -2.435 -5.002 3.958
C -3.577 -4.308 3.580
C -3.472 -3.024 3.068
C 1.407 2.321 0.261
C 1.460 3.692 0.058
C 2.699 4.303 -0.084
C 3.857 3.536 -0.022
C 3.783 2.166 0.188
C 2.553 1.538 0.334
P 2.452 -0.422 0.488
C 2.258 -2.384 0.434
C 0.999 -2.919 0.679
C 0.808 -4.297 0.723
C 1.880 -5.147 0.497
C 3.139 -4.614 0.230
C 3.329 -3.241 0.201
C 3.639 -0.467 1.894
C 3.169 -0.238 3.186
C 4.047 -0.210 4.261
C 5.407 -0.407 4.061
C 5.885 -0.641 2.779
C 5.007 -0.673 1.703
H 0.732 3.150 2.497
H 0.949 2.893 4.891
H 0.246 0.732 5.998
H -0.836 -0.997 4.697
H -3.455 0.969 0.377
H -5.149 2.691 0.854
H -6.228 2.797 3.076
H -5.584 1.182 4.839
H -3.847 -0.506 4.393
H -0.093 -2.679 3.203
H -0.292 -4.962 4.112
H -2.520 -6.009 4.346
H -4.550 -4.772 3.670
H -4.356 -2.490 2.742
H 0.533 4.250 0.007
H 2.761 5.374 -0.237
H 4.826 4.008 -0.130
H 4.698 1.585 0.235
H 0.156 -2.260 0.857
H -0.185 -4.688 0.917
H 1.739 -6.221 0.515
H 3.980 -5.273 0.051
H 4.320 -2.850 0.003
H 2.112 -0.081 3.356
H 3.662 -0.026 5.257
H 6.092 -0.375 4.899
H 6.944 -0.796 2.614
H 5.396 -0.846 0.705
C 0.650 -4.502 -2.988
C 1.858 -4.385 -3.648
C 2.447 -3.138 -3.754
C 1.819 -2.036 -3.193
N 0.649 -2.156 -2.542
C 0.082 -3.367 -2.444
C 2.319 -0.658 -3.267
C 3.440 -0.310 -4.012
C 3.819 1.017 -4.126
C 3.054 1.996 -3.505
C 1.949 1.641 -2.746
C 1.565 0.305 -2.576
H 0.155 -5.456 -2.871
H 2.339 -5.255 -4.078
H 3.392 -3.017 -4.264
H -0.849 -3.418 -1.906
H 4.015 -1.070 -4.528
H 4.695 1.286 -4.702
H 3.321 3.042 -3.604
H 1.408 2.438 -2.253
C -4.153 4.349 -4.255
C -3.400 3.148 -4.815
N -2.237 2.772 -4.021
C -1.075 3.649 -4.116
C -0.853 4.518 -2.880
C -2.206 1.668 -3.208
C -3.472 0.875 -3.069
N -1.160 1.317 -2.541
H -5.028 4.569 -4.870
H -3.522 5.240 -4.240
H -4.486 4.153 -3.234
H -3.056 3.369 -5.829
H -4.070 2.300 -4.895
H -1.232 4.285 -4.988
H -0.186 3.048 -4.334
H -1.654 5.252 -2.780
H 0.096 5.057 -2.963
H -0.839 3.924 -1.965
H -3.793 0.454 -4.022
H -4.272 1.513 -2.690
H -3.302 0.059 -2.377
H -0.406 1.970 -2.693
O -2.163 -1.539 -1.698
S -2.680 -2.025 -0.421
O -2.189 -3.321 -0.038
O -1.780 -0.948 0.574
O -4.048 -1.715 -0.127
*
```

<S²>: 8.78
ΔE to the lowest compared entry with this formula, charge and spin (kcal per mole): 52.75
LUMO energy (spin up / spin down) (eV): 0.362 / -0.926
E_HOMO (spin up / spin down) (Eh): -0.1817 / -0.2717
Orbital gap (spin up / spin down) (eV): 5.307 / 6.466

(2)
2 unconnected molecules or ions with the total composition C3H9NS at a distorted geometry. Source: OMol25; level of theory: the ωB97M-V functional and the def2-TZVPD basis.

Geometry as ORCA input:
```
! RIJCOSX wB97M-V def2-TZVPD def2/J DEFGRID3
* xyz 0 1
C -6.306 -1.408 -1.044
N -6.923 -0.479 -0.453
H -5.224 -1.529 -1.157
H -6.831 -2.272 -1.454
H -6.216 0.205 -0.165
C 4.177 1.179 0.224
C 3.473 0.017 0.926
S 2.018 -0.555 0.026
H 4.249 1.221 -0.854
H 3.669 2.046 0.659
H 5.172 1.370 0.644
H 4.147 -0.795 1.182
H 3.021 0.363 1.857
H 1.576 0.637 -0.392
*
```

ΔE to the lowest compared entry with this formula, charge and spin (kcal per mole): 33.34
LUMO energy (eV): 0.788
SMILES: C=N.CCS
E_HOMO (Eh): -0.3308
Orbital gap (eV): 9.788

(3)
A molecular structure, CHInLiO at a distorted geometry. Source: OMol25; level of theory: the ωB97M-V functional and the def2-TZVPD basis.

Geometry as ORCA input:
```
! RIJCOSX wB97M-V def2-TZVPD def2/J DEFGRID3
* xyz 1 1
H 0.635 -0.193 0.265
O 2.211 1.164 0.927
C 1.437 0.401 0.592
In -0.864 -1.310 -0.443
Li -3.418 -0.062 -1.341
*
```

LUMO energy (spin up / spin down) (eV): -5.217 / -5.237
E_HOMO (spin up / spin down) (Eh): -0.3621 / -0.3618
Orbital gap (spin up / spin down) (eV): 4.636 / 4.607

(4)
2 unconnected molecules or ions with the total composition CH2ClOP at a distorted geometry. Source: OMol25; level of theory: the ωB97M-V functional and the def2-TZVPD basis.

Geometry as ORCA input:
```
! RIJCOSX wB97M-V def2-TZVPD def2/J DEFGRID3
* xyz 0 1
C 0.227 1.332 1.155
O -0.259 0.727 0.262
P -0.702 -1.135 -1.324
Cl 0.671 0.120 2.593
H 0.586 -1.186 -0.926
H -0.523 0.142 -1.759
*
```

ΔE to the lowest compared entry with this formula, charge and spin (kcal per mole): 87.76
LUMO energy (spin up / spin down) (eV): -1.016 / -3.046
E_HOMO (spin up / spin down) (Eh): -0.3880 / -0.3125
Orbital gap (spin up / spin down) (eV): 9.542 / 5.459

(5)
A molecular structure, C18H28CuF6N3O7S2 at a distorted geometry. Source: OMol25; level of theory: the ωB97M-V functional and the def2-TZVPD basis.

Geometry as ORCA input:
```
! RIJCOSX wB97M-V def2-TZVPD def2/J DEFGRID3
* xyz 0 1
Cu 0.147 -0.115 0.226
C 1.303 -3.534 -0.370
F 1.795 -4.491 -1.138
F 0.104 -3.157 -0.844
F 1.129 -3.998 0.849
S 2.441 -2.079 -0.415
O 3.753 -2.603 -0.278
O 2.074 -1.429 -1.628
N 1.947 -1.114 0.809
S 2.887 -1.389 2.105
O 2.926 -2.752 2.542
O 4.127 -0.678 2.023
C 1.911 -0.533 3.422
F 0.786 -1.193 3.699
F 2.665 -0.426 4.509
F 1.566 0.716 3.033
C 2.569 3.038 -2.506
C 3.520 2.857 -1.328
C 2.771 1.803 -0.502
O 1.378 2.022 -0.739
C 1.196 2.904 -1.836
H 2.708 2.290 -3.288
H 2.651 4.015 -2.990
H 3.607 3.770 -0.739
H 4.495 2.471 -1.615
H 2.991 1.888 0.562
H 3.059 0.801 -0.827
H 0.845 3.890 -1.509
H 0.466 2.477 -2.527
C -3.794 -1.771 2.007
C -2.975 -2.962 2.502
C -1.788 -2.965 1.562
O -1.513 -1.600 1.297
C -2.729 -0.844 1.379
H -4.260 -1.262 2.854
H -4.629 -1.995 1.342
H -3.509 -3.911 2.561
H -2.678 -2.744 3.532
H -2.062 -3.466 0.619
H -0.921 -3.493 1.951
H -3.018 -0.496 0.388
H -2.489 -0.027 2.055
C -2.334 -2.257 -2.500
C -1.328 -1.143 -2.484
O -1.273 -0.330 -1.547
N -0.521 -1.051 -3.559
C 0.455 -0.002 -3.750
H -1.846 -3.210 -2.717
H -3.069 -2.090 -3.291
H -2.850 -2.343 -1.550
H -0.605 -1.745 -4.280
H 1.273 -0.361 -4.365
H 0.842 0.342 -2.796
H -0.004 0.877 -4.221
N -0.841 1.776 1.076
C -0.646 2.448 2.203
C -1.108 3.728 2.431
C -1.916 4.288 1.463
C -2.170 3.588 0.286
C -1.571 2.354 0.132
H -0.125 1.921 2.993
H -0.940 4.214 3.380
H -2.352 5.275 1.577
H -2.758 4.064 -0.485
H -1.764 1.741 -0.745
*
```

ΔE to the lowest compared entry with this formula, charge and spin (kcal per mole): 1.05
LUMO energy (eV): 0.368
E_HOMO (Eh): -0.3119
Orbital gap (eV): 8.856

(6)
C2H2N2O2S in the gas phase at a distorted geometry. Source: OMol25; level of theory: the ωB97M-V functional and the def2-TZVPD basis.

Geometry as ORCA input:
```
! RIJCOSX wB97M-V def2-TZVPD def2/J DEFGRID3
* xyz 0 1
C 0.094 -1.353 -0.249
C -0.609 -0.093 -0.109
N 1.530 1.813 0.266
N -1.738 0.084 0.385
O -0.321 -2.445 0.001
O -2.655 0.827 0.556
S 0.385 1.459 -0.762
H 1.164 -1.310 -0.738
H 2.151 1.017 0.651
*
```

ΔE to the lowest compared entry with this formula, charge and spin (kcal per mole): 118.59
LUMO energy (spin up / spin down) (eV): -1.454 / -1.639
E_HOMO (spin up / spin down) (Eh): -0.3479 / -0.3423
Orbital gap (spin up / spin down) (eV): 8.012 / 7.675